1.
26
Properties=species:S:1:pos:R:3 method="wB97M-V/def2-TZVPD" orbital_gap_ha=0.2656 homo_ev=-8.4936 de_lowest_kcal_mol=14.6 e_tot_ev=-13949.4232 max_force_ha_per_bohr=0.0282
Rb -9.033 -19.364 -4.044
F -8.954 -21.659 -2.248
C -9.964 -24.505 -4.472
C -10.355 -24.850 -3.040
C -9.294 -25.647 -2.294
O -10.744 -23.735 -2.259
H -9.790 -25.407 -5.059
H -9.097 -23.841 -4.480
H -10.780 -23.969 -4.964
H -11.243 -25.487 -3.131
H -8.893 -26.399 -2.987
H -9.707 -26.160 -1.430
H -8.461 -24.999 -2.013
H -10.019 -23.079 -2.284
C -5.816 -24.981 -1.629
C -6.020 -23.513 -1.929
C -6.304 -23.307 -3.438
O -7.016 -22.885 -1.155
H -4.857 -25.217 -2.108
H -6.560 -25.719 -1.924
H -5.585 -25.159 -0.574
H -5.047 -23.035 -1.744
H -6.945 -24.085 -3.848
H -5.396 -23.180 -4.041
H -6.748 -22.330 -3.613
H -7.700 -22.401 -1.664

2.
12
Properties=species:S:1:pos:R:3 method="wB97M-V/def2-TZVPD" orbital_gap_ha=0.3465 homo_ev=-8.6562 de_lowest_kcal_mol=47.5 smiles=c1c[nH]cn1.O e_tot_ev=-8234.6400 max_force_ha_per_bohr=0.1476
C 1.296 -0.850 0.785
C -0.061 -1.154 0.954
N -0.686 0.102 1.050
C 0.180 1.086 0.672
N 1.430 0.491 0.595
H 2.056 -1.449 0.766
H -0.587 -2.105 1.097
H -1.646 0.297 1.033
H -0.159 2.038 0.194
O -0.819 0.749 -2.346
H -1.151 -0.066 -2.176
H 0.148 0.860 -2.624

3.
60
Properties=species:S:1:pos:R:3 method="wB97M-V/def2-TZVPD" charge=+2 orbital_gap_ha=0.2548 homo_ev=-14.0866 de_lowest_kcal_mol=0.0 e_tot_ev=-45215.6143 max_force_ha_per_bohr=0.0231
Au 0.326 0.093 -0.652
C -1.891 3.990 1.309
O -1.303 3.278 2.477
C -1.245 2.016 2.182
N -1.863 1.669 1.082
C -2.294 2.861 0.343
C -1.546 2.852 -0.987
C -0.219 2.367 -1.027
C 0.486 2.336 -2.229
C -0.126 2.790 -3.398
C -1.412 3.288 -3.348
C -2.123 3.325 -2.143
C -0.385 1.059 2.907
C -0.018 1.141 4.241
C 0.831 0.140 4.711
C 1.295 -0.838 3.839
C 0.904 -0.771 2.503
N 0.069 0.147 2.052
C 1.444 -1.685 1.464
N 1.273 -1.561 0.193
C 1.975 -2.677 -0.480
C 2.702 -3.363 0.695
O 2.180 -2.684 1.886
C 2.906 -2.255 -1.589
C 3.402 -3.252 -2.428
C 4.273 -2.933 -3.456
C 4.655 -1.614 -3.661
C 4.174 -0.620 -2.822
C 3.304 -0.939 -1.787
H -1.062 4.580 0.925
H -2.695 4.625 1.666
H -3.371 2.774 0.197
H 0.321 2.144 -0.090
H 1.512 1.993 -2.250
H 0.414 2.774 -4.334
H -1.882 3.650 -4.253
H -3.138 3.700 -2.133
H -0.384 1.923 4.892
H 1.132 0.136 5.750
H 1.962 -1.622 4.168
H 1.196 -3.325 -0.890
H 3.777 -3.196 0.682
H 2.477 -4.419 0.806
H 3.103 -4.284 -2.286
H 4.650 -3.715 -4.101
H 5.329 -1.364 -4.469
H 4.487 0.406 -2.962
H 2.978 -0.149 -1.120
N -5.238 -4.150 0.248
C -4.665 -3.166 0.385
C -3.947 -1.936 0.559
C -3.389 -1.299 -0.545
C -2.691 -0.114 -0.375
C -2.560 0.419 0.907
C -3.136 -0.193 2.008
C -3.824 -1.382 1.830
H -3.504 -1.729 -1.530
H -2.281 0.397 -1.234
H -3.066 0.238 2.998
H -4.282 -1.875 2.677

4.
6
Properties=species:S:1:pos:R:3 method="wB97M-V/def2-TZVPD" orbital_gap_ha="0.2613 / 0.2616" homo_ev="-6.2943 / -9.8931" de_lowest_kcal_mol=36.2 spin_multiplicity=3 e_tot_ev=-21205.6130 max_force_ha_per_bohr=0.0495
C 0.059 0.540 -0.252
P -0.141 -1.291 -0.352
S 1.531 0.025 0.745
H 0.350 1.037 -1.233
H -0.766 0.790 0.390
H -1.032 -1.100 0.704